Entry from the OMol25 dataset: 4 unconnected molecules or ions with the total composition C41H75F2N2OSi (the ωB97M-V functional and the def2-TZVPD basis).

Summary:
Charge: +1
Gap between HOMO and LUMO: 0.3017 Ha
Calculated total energy: -62068.285 eV
HOMO level: -11.36 eV
LUMO energy: -3.1 eV

```
122
C41H75F2N2OSi the ωB97M-V functional and the def2-TZVPD basis
C 3.703 1.599 4.904
C 3.955 1.413 3.759
N 4.380 1.204 2.483
C 4.111 0.126 1.750
C 3.267 -1.098 2.022
F 4.153 -2.143 2.044
F 2.708 -1.034 3.244
C 2.203 -1.353 0.970
C 1.499 -0.096 0.445
Si 0.568 -0.373 -1.185
C 1.665 -1.437 -2.290
C 0.406 1.278 -2.067
C -1.137 -1.084 -0.884
C -2.005 -1.270 -1.972
C -3.294 -1.746 -1.776
C -3.735 -2.068 -0.499
C -2.881 -1.896 0.587
C -1.593 -1.405 0.404
N 4.735 0.252 0.598
C 5.429 1.450 0.554
C 6.258 1.898 -0.598
C 7.771 1.778 -0.304
C 8.287 0.368 -0.557
O 9.690 0.405 -0.736
C 5.188 2.074 1.730
C 5.636 3.414 2.190
C 4.579 4.546 1.970
C 3.681 4.331 0.748
C 3.676 4.726 3.191
H 3.507 1.755 5.937
H 2.637 -1.984 0.194
H 1.456 -1.968 1.471
H 0.810 0.252 1.215
H 2.180 0.736 0.249
H 1.560 -2.500 -2.089
H 2.702 -1.178 -2.048
H 1.514 -1.213 -3.342
H -0.048 2.052 -1.455
H 1.383 1.613 -2.418
H -0.187 1.104 -2.964
H -1.661 -1.013 -2.966
H -3.930 -1.846 -2.644
H -4.735 -2.452 -0.359
H -3.218 -2.142 1.584
H -0.960 -1.256 1.269
H 4.693 -0.439 -0.136
H 6.001 1.304 -1.475
H 6.021 2.929 -0.841
H 8.323 2.497 -0.903
H 7.939 2.026 0.742
H 8.028 -0.264 0.297
H 7.810 -0.061 -1.443
H 10.094 -0.263 -0.178
H 5.828 3.351 3.260
H 6.540 3.680 1.654
H 5.119 5.474 1.798
H 3.256 5.288 0.449
H 2.834 3.680 0.970
H 4.197 3.937 -0.125
H 4.239 4.846 4.113
H 2.996 3.881 3.264
H 3.046 5.599 3.025
C -2.307 -5.284 -1.386
C -0.864 -5.732 -1.591
C -0.163 -4.961 -2.706
C -0.781 -5.124 -4.095
C -0.863 -6.564 -4.597
C 0.500 -7.235 -4.747
H -2.917 -5.469 -2.271
H -2.763 -5.825 -0.555
H -2.349 -4.222 -1.158
H -0.830 -6.806 -1.790
H -0.310 -5.579 -0.660
H 0.890 -5.259 -2.738
H -0.171 -3.897 -2.451
H -0.194 -4.534 -4.807
H -1.784 -4.688 -4.101
H -1.364 -6.563 -5.568
H -1.493 -7.160 -3.931
H 1.137 -6.671 -5.432
H 0.392 -8.244 -5.146
H 1.018 -7.316 -3.790
C -9.867 0.070 -2.465
C -8.956 1.023 -3.233
C -7.747 0.334 -3.864
C -6.793 -0.326 -2.868
C -6.211 0.601 -1.805
C -5.360 1.734 -2.373
H -9.352 -0.390 -1.619
H -10.734 0.599 -2.070
H -10.231 -0.729 -3.114
H -8.628 1.829 -2.571
H -9.534 1.500 -4.028
H -7.199 1.063 -4.468
H -8.099 -0.430 -4.564
H -5.969 -0.780 -3.431
H -7.304 -1.155 -2.371
H -5.581 0.010 -1.135
H -7.011 1.022 -1.190
H -4.534 1.338 -2.969
H -4.934 2.336 -1.569
H -5.945 2.403 -3.007
C 0.248 0.531 4.617
C -0.598 1.398 3.688
C -0.159 2.860 3.657
C -0.252 3.593 4.996
C -1.644 3.605 5.624
C -2.690 4.313 4.768
H 0.158 0.850 5.656
H -0.070 -0.512 4.568
H 1.298 0.574 4.340
H -1.650 1.321 3.971
H -0.533 1.002 2.670
H -0.749 3.392 2.906
H 0.881 2.908 3.309
H 0.080 4.626 4.848
H 0.454 3.151 5.706
H -1.580 4.108 6.592
H -1.973 2.584 5.833
H -2.397 5.346 4.570
H -3.655 4.332 5.275
H -2.837 3.813 3.809
```